{
  "formula": "C14H15BF2N2O6",
  "method": "wB97M-V/def2-TZVPD",
  "elements": ["O", "C", "F", "C", "C", "C", "C", "C", "F", "C", "C", "C", "O", "N", "C", "B", "O", "O", "C", "O", "H", "H", "H", "H", "H", "H", "H", "H", "C", "N", "C", "C", "O", "H", "H", "H", "H", "H", "H", "H"],
  "xyz": [[-2.388, 1.584, -0.492], [-1.372, 2.109, -0.168], [-0.975, 2.157, 1.157], [-0.480, 2.711, -1.343], [-0.596, 1.665, -2.527], [-1.312, 1.921, -3.783], [-1.370, 0.826, -4.790], [-0.727, -0.482, -4.544], [-0.811, -1.503, -5.453], [0.017, -0.707, -3.308], [0.074, 0.375, -2.309], [0.928, -0.145, -1.107], [1.268, 0.537, -0.165], [1.203, -1.510, -1.454], [0.837, -2.393, -0.292], [-0.733, -2.446, 0.047], [-1.137, -3.208, 1.178], [-1.741, -1.769, -0.681], [0.795, -1.946, -2.757], [0.974, -2.986, -3.323], [-0.872, 3.718, -1.669], [0.594, 2.812, -1.045], [-1.787, 2.917, -3.943], [-1.953, 1.038, -5.727], [1.181, -3.453, -0.441], [1.360, -2.009, 0.630], [-1.650, -2.632, 1.776], [-2.493, -2.388, -0.736], [1.163, 1.381, 5.168], [0.573, 0.125, 4.752], [0.688, -0.505, 3.553], [1.526, 0.149, 2.487], [0.117, -1.572, 3.366], [1.791, 1.196, 6.042], [0.359, 2.065, 5.448], [1.762, 1.831, 4.381], [-0.005, -0.374, 5.413], [1.521, -0.466, 1.602], [1.114, 1.125, 2.231], [2.558, 0.251, 2.829]],
  "nbo_charge": [-0.5175, 0.8812, -0.3428, -0.5441, 0.0308, -0.1878, -0.2551, 0.4039, -0.3091, -0.1124, -0.1366, 0.7247, -0.5558, -0.5047, -0.6079, 1.1450, -0.9210, -0.9178, 0.6991, -0.4997, 0.2486, 0.2583, 0.2354, 0.2435, 0.2674, 0.2612, 0.5128, 0.5050, -0.4106, -0.6147, 0.6815, -0.7144, -0.6582, 0.1963, 0.1974, 0.2148, 0.3992, 0.2426, 0.2385, 0.2231],
  "e_homo_ev": -9.518,
  "total_charge": 0,
  "gap_ha": 0.3211,
  "smiles": "O=C(F)Cc1ccc(F)c2c1C(=O)N(CB(O)O)C2=O.CNC(C)=O",
  "lumo_energy_ev": -0.78
}

---

{
  "formula": "C14H15BN8OPt",
  "method": "wB97M-V/def2-TZVPD",
  "elements": ["Pt", "C", "C", "N", "N", "C", "B", "N", "C", "C", "C", "N", "N", "C", "C", "C", "N", "N", "C", "C", "C", "N", "H", "H", "H", "H", "H", "H", "H", "H", "H", "H", "H", "H", "C", "C", "O", "H", "H", "H"],
  "xyz": [[0.367, -1.007, 0.047], [-1.151, -0.394, -3.870], [-0.898, 0.195, -2.653], [-0.324, -0.723, -1.838], [-0.211, -1.897, -2.521], [-0.711, -1.711, -3.747], [0.319, -3.250, -1.897], [1.760, -3.024, -1.261], [2.856, -3.780, -1.302], [3.816, -3.257, -0.431], [3.229, -2.160, 0.151], [1.995, -2.004, -0.393], [-0.575, -3.562, -0.631], [-1.310, -4.604, -0.231], [-1.811, -4.353, 1.049], [-1.345, -3.111, 1.405], [-0.612, -2.638, 0.368], [0.347, -4.309, -2.911], [1.177, -4.444, -3.999], [0.677, -5.445, -4.776], [-0.489, -5.876, -4.100], [-0.693, -5.193, -2.996], [-1.597, 0.064, -4.737], [-1.085, 1.201, -2.315], [-0.733, -2.521, -4.461], [2.902, -4.645, -1.945], [4.813, -3.628, -0.266], [3.621, -1.460, 0.870], [-1.441, -5.438, -0.902], [-2.448, -4.996, 1.632], [-1.503, -2.531, 2.299], [2.038, -3.809, -4.145], [1.083, -5.824, -5.698], [-1.177, -6.657, -4.384], [1.203, 3.003, 4.409], [0.919, 2.604, 3.068], [0.674, 2.354, 2.009], [0.248, 3.102, 4.943], [1.707, 3.979, 4.355], [1.853, 2.263, 4.887]],
  "nbo_charge": [1.3145, -0.2889, 0.0341, -0.3955, -0.3512, 0.1128, 0.9316, -0.3231, 0.1089, -0.2784, 0.0209, -0.3059, -0.3141, 0.1143, -0.2833, 0.0162, -0.2660, -0.4589, -0.0617, -0.2919, 0.0070, -0.3007, 0.2909, 0.2546, 0.2770, 0.2807, 0.2937, 0.2536, 0.3095, 0.2934, 0.2562, 0.2319, 0.2698, 0.2475, -0.8239, 1.0031, -0.2583, 0.3609, 0.3668, 0.3519],
  "e_homo_ev": [-16.936, -16.936],
  "e_above_lowest_kj_mol": 0.0,
  "multiplicity": 2,
  "total_charge": 3,
  "gap_ha": [0.1604, 0.1709],
  "s2": 0.757,
  "lumo_energy_ev": [-12.57, -12.29]
}

---

{
  "formula": "C14H15BrIrSe2SiTe2",
  "method": "wB97M-V/def2-TZVPD",
  "elements": ["Ir", "Se", "Te", "Te", "Se", "C", "Si", "C", "C", "C", "C", "C", "C", "C", "H", "H", "H", "H", "H", "H", "H", "H", "H", "H", "H", "Br", "C", "C", "C", "C", "C", "C", "H", "H", "H", "H"],
  "xyz": [[-1.557, -1.546, 0.180], [-1.881, -2.613, 2.249], [-3.536, -4.232, 1.420], [-4.097, -3.608, -1.213], [-2.962, -1.486, -1.771], [-0.930, 0.704, 2.772], [-1.472, 0.634, 0.973], [-3.149, 1.462, 0.790], [-0.211, 1.501, -0.117], [-0.415, 1.603, -1.496], [0.505, 2.235, -2.316], [1.659, 2.781, -1.767], [1.878, 2.698, -0.400], [0.948, 2.064, 0.415], [-0.937, 1.731, 3.147], [0.075, 0.300, 2.899], [-1.614, 0.120, 3.389], [-3.067, 2.501, 1.121], [-3.911, 0.969, 1.395], [-3.482, 1.458, -0.248], [-1.310, 1.177, -1.941], [0.327, 2.301, -3.382], [2.383, 3.272, -2.404], [2.774, 3.124, 0.032], [1.141, 2.002, 1.479], [5.005, -1.940, -1.004], [3.137, -1.930, -0.666], [2.271, -1.470, -1.641], [0.909, -1.458, -1.384], [0.395, -1.871, -0.153], [1.296, -2.364, 0.797], [2.660, -2.392, 0.547], [2.653, -1.126, -2.592], [0.234, -1.111, -2.155], [0.933, -2.723, 1.750], [3.348, -2.765, 1.294]],
  "nbo_charge": [0.1056, -0.1445, 0.1657, 0.1523, -0.3480, -1.1641, 1.5800, -1.1513, -0.4331, -0.2260, -0.2085, -0.2059, -0.2104, -0.2194, 0.2428, 0.2427, 0.2419, 0.2421, 0.2417, 0.2441, 0.2041, 0.2120, 0.2139, 0.2144, 0.2097, 0.0469, -0.0843, -0.2473, -0.1799, -0.1462, -0.2320, -0.2451, 0.2279, 0.2152, 0.2152, 0.2279],
  "e_homo_ev": [-7.561, -7.745],
  "multiplicity": 2,
  "total_charge": 0,
  "gap_ha": [0.2277, 0.1932],
  "s2": 0.771,
  "lumo_energy_ev": [-1.36, -2.49]
}

---

{
  "formula": "C14H15Cl3F5N7OPRhSi",
  "method": "wB97M-V/def2-TZVPD",
  "elements": ["Rh", "C", "N", "C", "C", "N", "C", "P", "C", "N", "C", "C", "N", "C", "C", "N", "C", "C", "N", "C", "H", "H", "H", "H", "H", "H", "H", "H", "H", "H", "H", "H", "H", "H", "H", "F", "C", "F", "C", "F", "F", "F", "O", "N", "Cl", "Si", "Cl", "Cl"],
  "xyz": [[-0.463, -1.512, -0.460], [3.320, 2.481, -0.103], [2.790, 1.146, -0.362], [3.532, 0.034, -0.627], [2.652, -0.996, -0.796], [1.389, -0.512, -0.622], [1.487, 0.792, -0.365], [0.080, 1.967, -0.261], [-0.845, 1.149, 1.087], [-1.078, -0.154, 1.188], [-1.740, -0.367, 2.359], [-1.910, 0.839, 2.981], [-1.337, 1.781, 2.178], [-1.311, 3.216, 2.442], [-0.784, 1.187, -1.679], [-1.001, -0.118, -1.865], [-1.526, -0.274, -3.116], [-1.641, 0.957, -3.690], [-1.176, 1.861, -2.779], [-1.070, 3.299, -2.997], [4.396, 2.418, 0.022], [3.108, 3.150, -0.936], [2.884, 2.889, 0.805], [4.608, 0.048, -0.680], [2.859, -2.024, -1.037], [-2.047, -1.346, 2.686], [-2.379, 1.078, 3.921], [-2.015, 3.441, 3.237], [-0.319, 3.541, 2.751], [-1.608, 3.768, 1.553], [-1.789, -1.235, -3.525], [-2.015, 1.236, -4.660], [-1.644, 3.568, -3.879], [-1.463, 3.847, -2.145], [-0.031, 3.584, -3.157], [1.339, -1.790, 2.017], [1.392, -3.046, 1.562], [2.670, -3.359, 1.345], [0.824, -3.978, 2.675], [-0.456, -3.626, 2.880], [1.514, -3.782, 3.780], [0.888, -5.244, 2.312], [0.249, -4.212, -0.080], [0.636, -3.107, 0.313], [-1.861, -3.917, -2.659], [-2.406, -2.948, -0.984], [-2.762, -4.075, 0.638], [-3.938, -1.654, -1.267]],
  "nbo_charge": [0.8812, -0.4142, -0.2937, -0.0307, -0.0685, -0.5092, 0.0833, 0.8063, 0.0660, -0.5259, -0.0616, -0.0341, -0.2924, -0.4149, 0.0910, -0.4813, -0.0616, -0.0351, -0.2919, -0.4145, 0.2490, 0.2309, 0.2283, 0.2575, 0.2480, 0.2457, 0.2553, 0.2481, 0.2306, 0.2274, 0.2489, 0.2583, 0.2490, 0.2308, 0.2295, -0.2892, 0.6976, -0.2732, 0.9251, -0.3117, -0.2687, -0.2742, -0.0515, -0.1360, -0.2699, 1.1346, -0.2479, -0.2702],
  "e_homo_ev": [-15.148, -15.141],
  "multiplicity": 5,
  "total_charge": 2,
  "gap_ha": [0.3239, 0.2171],
  "s2": 6.020,
  "lumo_energy_ev": [-6.34, -9.23]
}

---

{
  "formula": "C14H15ClF16I2NO5P",
  "method": "wB97M-V/def2-TZVPD",
  "elements": ["C", "C", "I", "C", "I", "N", "C", "O", "O", "P", "O", "Cl", "H", "H", "H", "H", "H", "H", "H", "C", "C", "C", "F", "F", "F", "F", "O", "C", "C", "F", "F", "F", "F", "H", "H", "H", "H", "C", "C", "C", "F", "F", "F", "F", "O", "C", "C", "F", "F", "F", "F", "H", "H", "H", "H"],
  "xyz": [[5.178, 4.514, 3.770], [5.287, 5.152, 2.264], [6.544, 3.889, 0.917], [3.846, 5.568, 1.578], [3.676, 4.894, -0.544], [2.629, 5.316, 2.403], [1.598, 6.416, 2.353], [0.933, 6.773, 1.240], [1.379, 7.162, 3.637], [1.973, 3.687, 2.392], [0.852, 3.584, 1.014], [3.418, 2.171, 1.959], [6.155, 4.883, 4.350], [5.285, 3.325, 3.755], [4.275, 4.888, 4.411], [5.943, 6.143, 2.387], [3.904, 6.757, 1.454], [1.046, 6.524, 4.350], [0.933, 2.653, 0.645], [2.400, -2.327, 1.087], [2.012, -3.431, 0.092], [2.011, -3.009, -1.375], [1.161, -1.992, -1.629], [1.614, -4.043, -2.168], [0.814, -3.959, 0.460], [2.922, -4.447, 0.241], [1.321, -1.618, 1.706], [0.760, -0.561, 0.928], [-0.677, -0.848, 0.471], [-0.766, -2.019, -0.210], [-1.126, 0.122, -0.369], [1.599, -0.279, -0.098], [0.772, 0.539, 1.730], [2.905, -2.828, 1.923], [3.158, -1.646, 0.683], [3.014, -2.715, -1.700], [-1.355, -0.906, 1.325], [-3.487, -3.798, -2.347], [-3.563, -2.806, -3.518], [-4.164, -1.446, -3.176], [-5.427, -1.532, -2.707], [-4.225, -0.660, -4.287], [-4.216, -3.395, -4.556], [-2.280, -2.605, -3.959], [-4.558, -4.744, -2.241], [-5.740, -4.259, -1.606], [-6.933, -4.141, -2.564], [-6.640, -3.370, -3.643], [-7.998, -3.559, -1.951], [-5.452, -3.098, -0.970], [-6.031, -5.156, -0.625], [-2.600, -4.418, -2.523], [-3.286, -3.302, -1.390], [-3.553, -0.920, -2.437], [-7.240, -5.123, -2.930]],
  "nbo_charge": [-0.6837, -0.3573, 0.1096, -0.1961, 0.1134, -0.8957, 0.8903, -0.4806, -0.7058, 1.2690, -0.9752, -0.3156, 0.2320, 0.2442, 0.2398, 0.2487, 0.2553, 0.5029, 0.5038, -0.1456, 0.5940, 0.5156, -0.3209, -0.3237, -0.3127, -0.3241, -0.5028, 0.8475, 0.4979, -0.3191, -0.3216, -0.3173, -0.3247, 0.2348, 0.2139, 0.1481, 0.1627, -0.1450, 0.5941, 0.5158, -0.3207, -0.3251, -0.3121, -0.3247, -0.5051, 0.8456, 0.4993, -0.3158, -0.3209, -0.3192, -0.3189, 0.2344, 0.2123, 0.1467, 0.1581],
  "e_homo_ev": -8.642,
  "total_charge": 0,
  "gap_ha": 0.2867,
  "lumo_energy_ev": -0.84
}

---

{
  "formula": "C14H15ClFeN2O6",
  "method": "wB97M-V/def2-TZVPD",
  "elements": ["Fe", "O", "C", "O", "C", "C", "C", "C", "C", "N", "C", "O", "O", "H", "H", "H", "H", "C", "C", "C", "C", "C", "N", "H", "H", "H", "H", "H", "H", "H", "H", "H", "Cl", "C", "C", "O", "O", "H", "H"],
  "xyz": [[-0.907, 1.230, -0.767], [-3.059, -2.432, 0.167], [-2.394, -1.395, -0.286], [-2.222, -0.360, 0.335], [-1.835, -1.548, -1.658], [-1.940, -2.631, -2.501], [-1.352, -2.525, -3.764], [-0.703, -1.359, -4.137], [-0.654, -0.318, -3.220], [-1.197, -0.438, -2.022], [-0.031, 1.047, -3.450], [0.562, 1.297, -4.458], [-0.161, 1.825, -2.391], [-3.414, -2.237, 1.050], [-2.466, -3.523, -2.191], [-1.414, -3.355, -4.455], [-0.250, -1.228, -5.110], [1.633, -0.311, 3.549], [2.239, -0.633, 2.175], [3.581, 0.091, 1.985], [2.399, -2.147, 1.983], [1.313, -0.136, 1.149], [0.592, 0.248, 0.346], [2.317, -0.671, 4.317], [0.671, -0.806, 3.686], [1.501, 0.762, 3.681], [4.274, -0.267, 2.746], [3.468, 1.169, 2.099], [4.008, -0.116, 1.004], [3.093, -2.517, 2.738], [2.806, -2.382, 1.000], [1.449, -2.667, 2.108], [-2.536, 5.611, -0.306], [-1.847, 4.579, 0.962], [-1.415, 3.277, 0.356], [-0.219, 2.909, 0.336], [-2.282, 2.485, -0.168], [-2.615, 4.395, 1.709], [-0.991, 5.079, 1.401]],
  "nbo_charge": [1.9366, -0.6211, 0.7982, -0.6221, 0.0697, -0.1697, -0.1283, -0.1630, 0.1262, -0.5240, 0.7430, -0.5112, -0.7596, 0.5231, 0.2580, 0.2492, 0.2704, -0.5886, -0.1748, -0.5894, -0.5883, 0.5591, -0.5589, 0.2352, 0.2210, 0.2291, 0.2335, 0.2309, 0.2277, 0.2362, 0.2258, 0.2190, 0.0113, -0.4858, 0.7681, -0.6676, -0.7215, 0.2522, 0.2502],
  "e_homo_ev": [-13.286, -13.385],
  "e_above_lowest_kj_mol": 20.3,
  "multiplicity": 6,
  "total_charge": 1,
  "gap_ha": [0.3354, 0.3030],
  "s2": 8.758,
  "lumo_energy_ev": [-4.16, -5.14]
}